{
  "formula": "C47H30I4N8STa",
  "method": "ωB97M-V/def2-TZVPD",
  "symbols": ["Ta", "I", "C", "C", "C", "C", "C", "C", "C", "C", "C", "C", "C", "C", "C", "C", "C", "C", "I", "C", "C", "C", "N", "C", "C", "C", "C", "C", "C", "I", "C", "C", "C", "C", "C", "C", "N", "C", "C", "C", "C", "C", "N", "C", "C", "C", "C", "I", "C", "C", "C", "C", "N", "H", "H", "H", "H", "H", "H", "H", "H", "H", "H", "H", "H", "H", "H", "H", "H", "H", "H", "H", "H", "H", "H", "H", "H", "C", "C", "N", "N", "C", "S", "N", "N", "H", "H", "H", "H", "H", "H"],
  "positions_angstrom": [[-19.8688, 2.3878, 2.7226], [-21.0500, -4.4329, 9.3750], [-20.2747, -3.1250, 8.0437], [-19.7600, -3.4680, 6.7916], [-19.3741, -2.4348, 5.9079], [-19.5684, -1.1017, 6.2533], [-20.0490, -0.7460, 7.5395], [-20.3462, -1.7449, 8.4102], [-19.5639, -0.1446, 5.1894], [-20.6762, -0.2702, 4.2925], [-21.7407, -1.1223, 4.5072], [-22.7992, -0.6234, 3.7897], [-22.3640, 0.5044, 3.0107], [-23.1512, 1.3976, 2.4825], [-24.5399, 1.3580, 2.9176], [-25.5968, 1.1665, 2.0563], [-26.8555, 0.9853, 2.5291], [-27.1156, 1.0947, 3.9270], [-29.0662, 0.8194, 4.4634], [-26.0863, 1.3538, 4.7653], [-24.8251, 1.4392, 4.2906], [-22.5908, 2.4958, 1.6375], [-20.6828, 3.9771, 1.7601], [-20.6875, 4.3922, 0.4760], [-19.5089, 4.3018, -0.2577], [-19.4500, 4.7010, -1.7045], [-20.0021, 5.9061, -1.9929], [-20.0391, 6.3195, -3.3142], [-19.4611, 5.5093, -4.3484], [-19.5386, 6.2944, -6.2921], [-18.8870, 4.2997, -4.0008], [-18.9486, 3.8607, -2.6791], [-18.3257, 4.0035, 0.4078], [-16.9814, 4.2775, -0.1173], [-16.0754, 3.8123, 0.7777], [-16.7925, 3.2767, 1.8983], [-18.1813, 3.3919, 1.6255], [-16.2193, 2.6457, 2.9544], [-16.9805, 1.7571, 3.8603], [-16.2924, 1.0109, 4.9088], [-17.3042, 0.3964, 5.6543], [-18.5263, 0.6606, 4.9071], [-18.3260, 1.5617, 3.9182], [-14.7636, 2.7516, 3.2117], [-14.3075, 3.8350, 3.9435], [-12.9653, 3.8542, 4.3298], [-12.0937, 2.7720, 4.0256], [-10.2458, 2.6335, 4.9293], [-12.5004, 1.8194, 3.0937], [-13.8129, 1.8343, 2.7286], [-21.9349, 4.5132, -0.1594], [-23.5274, 3.2363, 0.6511], [-20.9278, 0.5834, 3.2597], [-19.6837, -4.5066, 6.4955], [-18.9732, -2.6074, 4.9370], [-20.1543, 0.3009, 7.7792], [-20.6690, -1.5151, 9.4361], [-21.8192, -2.0149, 5.0948], [-23.8218, -0.9905, 3.6480], [-25.3030, 1.0069, 0.9864], [-27.7063, 0.8858, 1.9236], [-26.2189, 1.4776, 5.8631], [-24.0716, 1.8306, 4.9737], [-20.1664, 6.5975, -1.2393], [-20.4431, 7.3293, -3.5238], [-18.4276, 3.7358, -4.7933], [-18.5367, 2.8824, -2.3591], [-16.7118, 4.6163, -1.1235], [-15.0242, 3.8652, 0.7535], [-15.2310, 0.9104, 5.0044], [-17.1451, -0.2828, 6.5485], [-14.9548, 4.6996, 4.2933], [-12.5820, 4.6307, 5.0703], [-11.9015, 1.1532, 2.5913], [-14.1605, 1.0397, 2.0088], [-22.0162, 5.1681, -0.9925], [-24.5917, 2.9936, 0.5502], [-22.8263, 2.5847, -1.8026], [-22.4896, 3.0432, -0.4154], [-23.2335, 4.7522, 0.7461], [-22.9490, 4.7674, 2.1358], [-21.9821, 3.8215, 2.4179], [-21.5570, 3.3403, 4.1064], [-21.9298, 1.9513, 0.4615], [-20.4803, 1.6546, 0.7272], [-23.1974, 3.3931, -2.4321], [-23.7064, 1.8727, -1.7564], [-22.0063, 2.0244, -2.3092], [-22.6532, 5.6569, 2.4929], [-20.2919, 0.6695, 0.7169], [-19.9238, 2.0672, 0.0083]],
  "forces_ev_per_a": [[0.6119, -0.1380, 0.0884], [-0.1994, -0.9090, 0.4993], [0.3458, 1.8411, -0.7565], [0.1623, 0.6304, -0.0243], [-0.5927, -0.0263, 1.3028], [-0.4936, -1.1141, 1.8534], [0.7374, 0.0114, -1.4977], [-0.3242, -1.2809, 1.1774], [0.3033, 0.3291, -1.8017], [-0.3027, 1.1207, -1.0529], [-2.2373, -0.6625, -0.2217], [-0.5232, -0.2062, -0.9014], [3.0357, -3.1460, 2.4024], [-1.3411, 2.3676, -0.7253], [0.1237, 0.1624, 0.9020], [0.8779, -0.5753, -2.2870], [-0.2567, 0.6981, 1.7746], [-0.7707, -0.4919, -2.2470], [-0.3928, 0.0287, 0.4863], [-0.4252, 0.0593, 2.7756], [1.8636, 1.0702, -0.3826], [-2.5340, 0.4589, -0.1535], [-0.0722, 1.3200, -0.1292], [2.2025, -1.1430, 1.3591], [0.6839, 0.6372, -0.5565], [-0.2631, -1.4348, 1.6937], [0.7585, 0.5770, -2.7336], [0.2541, 0.3182, -0.8516], [-1.0517, 1.5168, 1.0957], [0.1648, -0.3986, 0.3704], [-0.2267, -0.0431, -0.2626], [0.6341, -0.5924, 0.0838], [1.3442, -0.0818, 0.2078], [0.9864, -0.8620, -0.4091], [-1.3176, 1.1808, -0.4003], [-0.7988, -0.4346, -0.0709], [-1.0124, -1.4002, 1.2496], [-1.0652, -1.2164, 0.4412], [2.1783, 0.9342, 0.4244], [-2.4280, -0.4335, 0.1810], [2.3745, 0.4019, -0.7165], [0.2027, -1.5588, 3.2740], [0.1568, 1.6205, -2.2494], [0.4720, 0.1384, -0.4130], [0.1469, 1.2945, 0.8717], [1.1333, -0.2030, 1.5856], [-0.5150, 1.1538, -0.1029], [0.1821, 0.0748, -0.0277], [-1.1766, 1.9069, 0.9695], [-2.2246, -1.2448, -1.1981], [-4.0719, -0.3625, 0.2426], [-1.0242, 2.0141, -0.4330], [0.0885, 1.1352, -0.2310], [0.1014, 0.0492, 0.0064], [0.1625, -0.6229, -0.6322], [-0.1302, 0.0757, 0.2296], [0.0741, -0.0172, -0.6035], [0.3231, 0.0494, 0.4756], [0.6083, -0.1306, 0.4887], [-0.8799, 0.2253, 0.8864], [-0.7123, -0.4571, -1.0795], [-0.1697, -0.0806, -0.9860], [0.1627, -0.5831, -0.1131], [-0.8532, 1.1953, 1.3763], [0.3273, -0.8298, -0.1288], [0.1239, -0.4245, 0.0559], [-0.2025, 0.6045, -0.5031], [-0.4946, 0.2050, 0.5828], [1.0041, 0.0275, -0.2292], [0.2508, 0.2122, 0.1492], [-0.5355, 1.0293, -1.3822], [0.6535, -1.3564, -0.5636], [-0.6549, -0.9734, -1.3155], [1.7067, -1.5299, -0.4923], [0.3152, 0.8639, 0.8073], [0.1351, 0.2399, -0.6520], [0.5114, -0.0071, 0.0981], [-0.7618, -1.2396, -0.5644], [0.8612, -0.8215, -1.3520], [1.2222, -2.4789, 0.6246], [-0.3900, 1.6913, 0.7318], [0.6631, -3.1573, -1.1549], [0.5116, 0.9211, 0.4662], [1.7154, -0.0704, 0.5525], [-0.8341, 0.3782, 0.6052], [0.3655, 0.1595, -0.0117], [1.0493, 0.5763, 0.1512], [-0.4286, 0.6632, 0.3256], [-0.2750, 0.9004, 0.0120], [-0.5489, -0.9439, -0.4520], [0.6394, 0.6141, -0.8847]],
  "charge": 3,
  "spin_multiplicity": 1,
  "e_tot_ha": -3891.96542
}